Record 1
105
Properties=species:S:1:pos:R:3:forces:R:3:mulliken_charge:R:1 method="wB97M-V/def2-TZVPD" orbital_gap_ev=6.57 fmax_ha_per_bohr=0.011 homo_energy_ev=-8.401 molar_mass_g_mol=1087.1 e_lumo_ev=-1.83
C 3.87899 -2.95562 -1.03504 0.3 0.1 0.0 -0.206
C 4.02436 -1.92333 -0.44025 -0.2 -0.2 0.2 -0.895
C 4.00889 -0.80012 0.40909 -0.2 0.0 -0.2 1.567
C 3.57255 0.44951 0.19173 -0.1 -0.1 0.4 0.197
C 3.04601 1.01003 -1.09823 0.3 -0.1 -0.1 0.864
F 3.86160 0.58249 -2.09806 0.0 0.0 0.1 -0.205
F 3.08681 2.35690 -1.10164 -0.2 -0.1 0.0 -0.205
C 1.60939 0.52406 -1.53377 0.1 0.1 -0.2 0.562
F 1.57299 0.58136 -2.88257 0.0 0.1 0.0 -0.369
F 1.46284 -0.76268 -1.18616 -0.1 0.0 0.1 -0.239
C 0.33410 1.32176 -1.10939 0.1 0.2 0.0 0.556
F -0.70322 0.71413 -1.71178 -0.2 -0.2 0.1 -0.250
F 0.44424 2.55538 -1.63614 0.0 0.0 0.1 -0.307
C -0.02603 1.53942 0.38798 0.0 0.0 0.0 0.374
F 1.01221 2.19413 0.93573 0.2 0.0 0.1 -0.218
F -1.08935 2.35675 0.42079 -0.2 -0.1 -0.1 -0.247
C -0.31513 0.33897 1.33707 -0.1 0.1 0.1 0.590
F 0.81719 -0.38648 1.40316 0.1 -0.1 -0.1 -0.197
F -0.52242 0.87373 2.55042 -0.1 0.1 0.0 -0.314
C -1.46817 -0.69902 1.08561 0.2 0.0 0.2 0.420
F -1.34417 -1.54130 2.12892 0.0 0.0 0.0 -0.330
F -1.19091 -1.39633 -0.02406 -0.1 0.1 -0.2 -0.230
C -2.97607 -0.23232 1.10837 -0.1 -0.2 -0.1 0.774
F -3.66227 -1.23565 1.68266 0.0 -0.1 -0.1 -0.318
F -3.10588 0.85544 1.88255 0.1 0.1 0.0 -0.267
C -3.73130 0.05815 -0.23395 -0.1 0.1 0.2 0.593
F -3.49049 -0.85116 -1.16749 0.1 -0.1 0.0 -0.254
F -3.44133 1.26479 -0.70524 0.3 0.1 -0.1 -0.219
F -5.03806 0.03890 0.03876 0.0 0.0 0.0 -0.246
C 3.78859 1.22161 1.45750 0.1 0.3 -0.5 -0.301
O 3.82739 2.39790 1.62052 -0.4 -0.2 0.2 -0.332
O 4.08870 0.31672 2.45167 0.5 -0.1 -0.1 -0.347
C 4.47873 -0.87316 1.84362 0.0 0.3 0.1 0.028
O 5.11993 -1.69571 2.39622 -0.3 -0.1 -0.1 -0.489
H 3.80815 -3.87830 -1.56384 0.1 0.0 0.0 0.484
C 3.88457 -3.00679 -5.68227 -0.1 0.0 0.0 -0.890
S 5.42540 -2.26919 -5.12164 0.0 0.0 -0.1 0.360
O 5.66303 -2.77137 -3.74383 -0.1 0.0 0.1 -0.480
C 4.78125 -0.59893 -4.97262 0.0 0.1 0.0 -0.547
H 4.05329 -4.07577 -5.79411 0.0 0.0 0.0 0.334
H 3.10769 -2.82843 -4.93819 0.0 0.0 0.0 0.211
H 3.60407 -2.57662 -6.64372 0.0 0.0 0.0 0.377
H 3.93274 -0.59785 -4.28974 0.0 0.0 0.0 -0.141
H 4.48615 -0.23680 -5.95766 0.0 0.0 0.0 0.459
H 5.57706 0.02747 -4.57469 0.0 0.0 0.0 0.317
C 8.54681 4.66754 3.21349 0.1 0.1 0.0 -0.772
S 8.26616 2.90578 3.41628 0.0 0.0 0.0 0.436
O 8.66079 2.25336 2.13456 0.0 0.0 0.0 -0.632
C 6.47460 2.97682 3.41913 0.0 -0.1 0.1 -0.515
H 9.62266 4.82113 3.14675 0.0 -0.1 0.0 0.367
H 8.05412 5.01308 2.30767 -0.1 0.0 0.0 0.147
H 8.15009 5.19765 4.07899 0.0 0.0 0.0 0.326
H 6.12414 3.43773 2.50018 0.0 0.1 0.0 0.031
H 6.12983 3.55372 4.27703 0.0 0.0 0.0 0.411
H 6.10850 1.95447 3.49639 0.1 0.0 0.0 0.183
C -9.46259 -0.24274 1.29862 0.0 0.1 0.0 -0.920
S -8.50560 -1.61284 1.95201 0.1 0.0 -0.1 0.520
O -9.35948 -2.30116 2.95888 0.0 0.0 0.0 -0.635
C -7.32801 -0.61312 2.86907 0.0 0.1 0.0 -0.955
H -10.28668 -0.66135 0.72460 0.0 0.0 0.0 0.303
H -9.84836 0.35551 2.12417 0.0 0.0 0.0 0.331
H -8.83246 0.35795 0.64259 0.0 0.0 0.0 0.347
H -7.86226 0.00811 3.58785 0.0 0.0 0.0 0.400
H -6.76023 0.00264 2.17158 0.0 0.0 0.0 0.260
H -6.65599 -1.29067 3.39177 0.0 0.0 0.0 0.324
C -6.54818 -0.85637 -4.78123 0.0 0.0 -0.1 -0.986
S -6.84009 -0.22662 -3.12384 0.1 0.0 0.1 0.656
O -8.22132 0.31650 -3.09684 0.0 0.0 0.0 -0.674
C -5.72939 1.18114 -3.26352 0.1 0.0 0.0 -0.955
H -7.19180 -1.72207 -4.92155 0.0 0.0 0.0 0.322
H -6.79829 -0.08619 -5.51070 0.0 0.0 0.0 0.301
H -5.50408 -1.15504 -4.87586 0.0 0.0 0.0 0.340
H -6.04146 1.80625 -4.09994 0.0 0.0 0.0 0.513
H -4.70829 0.82604 -3.40712 0.0 0.0 0.0 0.265
H -5.79476 1.74621 -2.33581 0.0 0.0 0.0 0.219
C 8.99844 -4.92814 0.22920 0.1 0.0 -0.1 -0.951
S 7.38144 -4.21776 0.55522 -0.1 0.0 0.1 0.548
O 6.43544 -4.86145 -0.39503 -0.1 -0.1 0.0 -0.625
C 7.74215 -2.58632 -0.09975 0.1 0.0 0.0 -0.477
H 8.96315 -5.97122 0.53595 0.0 0.0 0.0 0.327
H 9.21707 -4.86088 -0.83663 0.0 0.0 0.0 0.285
H 9.75102 -4.39737 0.81251 0.0 0.0 0.0 0.355
H 8.03960 -2.67148 -1.14514 0.0 0.0 0.0 0.349
H 8.52770 -2.12038 0.49559 0.0 0.0 0.0 0.430
H 6.82971 -2.00053 -0.02485 0.0 0.0 0.0 -0.240
C -12.28855 -3.73340 2.87953 0.0 0.0 0.1 -0.788
S -12.61627 -4.21947 1.18710 0.0 0.0 0.0 0.535
O -14.07246 -4.50017 1.07748 0.0 0.0 0.0 -0.649
C -11.78469 -5.80974 1.28862 0.1 -0.1 0.0 -0.882
H -12.75771 -2.76511 3.04133 0.0 0.0 0.0 0.293
H -12.71603 -4.47144 3.55895 -0.1 0.0 -0.1 0.364
H -11.21247 -3.63822 3.02373 0.0 0.1 0.0 0.242
H -12.24354 -6.40634 2.07695 0.0 0.0 0.0 0.294
H -10.72584 -5.64883 1.49194 0.0 0.0 0.0 0.316
H -11.90563 -6.30814 0.32901 0.0 0.0 0.0 0.306
C 3.55184 5.73420 0.69265 -0.1 0.0 0.0 -0.697
S 5.18131 6.43852 0.95757 0.0 0.0 0.0 0.473
O 5.70121 5.83442 2.21537 0.0 0.1 0.0 -0.527
C 4.61872 8.09247 1.37524 0.0 0.1 0.0 -1.031
H 3.68150 4.67543 0.47764 0.0 0.0 0.0 -0.090
H 2.95689 5.85334 1.59824 0.0 0.0 0.0 0.347
H 3.07680 6.23200 -0.15322 0.0 0.0 0.0 0.476
H 3.94784 8.03995 2.23254 0.0 0.0 0.0 0.310
H 4.11344 8.53013 0.51436 0.0 0.0 0.0 0.394
H 5.49536 8.68580 1.62636 0.0 0.0 0.0 0.338



Record 2
84
Properties=species:S:1:pos:R:3:forces:R:3:mulliken_charge:R:1 method="wB97M-V/def2-TZVPD" orbital_gap_ev=9.71 fmax_ha_per_bohr=0.060 homo_energy_ev=-9.324 molar_mass_g_mol=590.8 e_lumo_ev=0.39
C 1.52200 -1.46447 0.09440 0.1 -0.3 -0.2 -0.693
O 2.63158 -0.66727 -0.26328 0.1 0.2 -0.1 -0.401
C 2.31867 0.73047 -0.26285 -0.4 -0.4 0.5 -0.215
C 2.47775 1.26984 1.15693 0.4 0.1 -0.1 0.008
C 2.45878 2.79801 1.26881 -0.5 0.0 -0.9 -0.734
C 1.27192 3.51544 0.55915 0.7 0.5 1.1 -0.429
C 0.23985 3.98797 1.59243 -1.0 -0.7 -0.8 -0.924
C -0.64430 2.81842 2.08347 -0.1 0.5 0.4 -0.656
C -1.74128 2.59528 1.04342 1.0 -0.1 0.0 -0.809
N -2.07712 1.14264 0.85310 -1.8 1.0 -1.2 0.729
C -2.42058 0.94137 -0.57196 0.5 -0.7 0.3 -0.625
C -3.46210 1.63588 -1.18158 0.1 -0.1 0.1 0.175
C -3.73213 1.42670 -2.53055 0.4 0.0 0.8 -1.189
C -2.92481 0.53986 -3.23893 -0.2 0.0 -0.6 -0.525
C -1.88387 -0.14604 -2.63475 0.3 0.2 0.5 -0.464
C -1.62350 0.05651 -1.27789 -0.4 0.2 -0.4 -0.338
S -3.27292 0.64029 1.88228 1.1 -0.3 2.9 1.116
O -2.92150 -0.59127 2.49980 -0.1 -0.6 -1.0 -0.634
O -3.60096 1.67027 2.81292 -0.4 0.6 -0.8 -0.636
F -4.55067 0.34818 1.01975 0.2 0.2 -0.2 -0.182
H 0.98778 -1.77229 -0.81376 -0.2 0.1 0.1 0.127
H 1.86538 -2.37890 0.58222 0.2 0.1 0.0 0.347
H 0.84303 -0.96728 0.79356 0.0 0.1 -0.1 0.381
H 1.28126 0.83058 -0.60539 0.1 0.2 -0.1 0.054
H 2.96761 1.24579 -0.97256 0.1 -0.1 0.0 0.318
H 3.45709 0.92584 1.50038 -0.1 0.0 0.1 0.386
H 1.73735 0.77422 1.79135 0.0 0.2 0.1 -0.155
H 2.45733 3.11842 2.30663 0.1 -0.1 0.0 0.104
H 3.38800 3.17521 0.83298 0.0 -0.1 0.1 0.368
H 0.81356 2.90923 -0.22460 -0.1 0.0 0.0 0.309
H 1.66875 4.41472 0.08202 -0.1 -0.1 -0.2 0.434
H 0.68881 4.51765 2.43119 0.2 0.0 -0.1 0.531
H -0.44056 4.66359 1.05794 0.3 0.1 0.6 0.046
H -1.09132 3.06844 3.04892 0.0 -0.1 0.0 0.504
H -0.05458 1.91262 2.23289 -0.1 -0.1 -0.1 0.243
H -2.60943 3.23284 1.21222 -0.1 -0.2 0.2 0.222
H -1.32081 2.90432 0.08562 -0.1 -0.2 -0.1 0.699
H -4.05048 2.31569 -0.57442 -0.1 0.0 -0.2 0.577
H -4.56727 1.95923 -2.96715 0.1 -0.1 -0.3 0.498
H -3.11529 0.38700 -4.29528 0.0 -0.1 0.1 0.444
H -1.23212 -0.81859 -3.18239 -0.3 0.1 -0.1 0.455
H -0.80307 -0.44489 -0.78550 -0.1 0.0 0.1 0.435
C 2.15371 -3.11582 -3.06823 -1.3 1.2 -0.7 -1.040
C 0.96347 -2.58090 -3.74451 0.1 0.3 0.0 0.385
N 0.03462 -2.16239 -4.27883 0.2 -0.2 0.0 -0.604
H 2.61282 -2.34494 -2.45049 0.0 0.0 0.0 0.388
H 1.87464 -3.93544 -2.43470 -0.4 -0.1 -0.1 0.415
H 2.88094 -3.44638 -3.79261 -0.2 -0.1 -0.3 0.454
C 5.95218 -5.37409 -1.00536 0.3 -0.1 0.2 -0.943
C 4.75152 -4.91350 -1.68197 0.1 0.0 0.0 0.298
N 3.80817 -4.55007 -2.22482 1.7 -1.2 1.0 -0.246
H 6.38854 -4.57970 -0.40160 -0.1 0.1 0.0 0.274
H 5.73080 -6.21294 -0.34721 -0.1 0.0 0.0 0.271
H 6.70172 -5.70016 -1.72506 -0.1 0.0 -0.1 0.278
C -2.75649 5.97600 -1.35409 -0.3 -0.1 -0.2 -0.837
C -1.46772 6.20137 -0.71798 0.2 0.2 0.0 0.504
N -0.45051 6.37936 -0.21374 -0.3 0.2 -0.3 -0.449
H -3.40694 5.37750 -0.71649 0.1 0.0 0.1 0.208
H -3.26151 6.91924 -1.55660 0.1 0.1 0.1 0.356
H -2.63727 5.44843 -2.29969 0.1 0.0 0.0 0.256
C 1.83180 -6.57509 -6.04036 -0.3 -0.1 -0.1 -0.863
C 3.09317 -6.07757 -5.51287 0.2 0.1 0.1 0.436
N 4.08638 -5.68446 -5.09011 -0.1 -0.1 -0.2 -0.401
H 1.30385 -7.16718 -5.29436 0.1 0.0 0.1 0.264
H 1.18194 -5.75214 -6.33540 0.1 0.1 0.0 0.270
H 1.99537 -7.20402 -6.91411 0.1 0.0 0.0 0.322
C 2.16147 1.35762 5.49767 -0.3 -0.2 0.1 -0.324
C 3.22896 1.93453 4.69818 0.1 0.1 -0.1 0.422
N 4.04158 2.39716 4.03031 0.0 -0.1 0.3 -0.497
H 1.34190 2.06613 5.62140 0.1 0.1 -0.1 0.290
H 1.75874 0.45839 5.01877 0.3 0.3 0.0 -0.123
H 2.51304 1.08114 6.49129 0.1 0.0 -0.1 0.364
C -6.04769 -1.04333 -1.20158 -0.2 0.1 0.3 -0.547
C -5.69361 -1.58081 -2.50644 0.0 -0.1 -0.2 0.287
N -5.41398 -2.00272 -3.53772 -0.1 0.1 0.2 -0.433
H -6.11339 0.04320 -1.22958 0.1 0.0 -0.1 0.193
H -7.01119 -1.42678 -0.86756 0.0 -0.1 -0.1 0.417
H -5.30745 -1.31062 -0.45182 0.1 -0.1 -0.1 0.127
C -0.97160 -1.81979 6.75323 -0.3 -0.1 0.3 -0.884
C 0.01370 -1.54871 5.71904 0.1 0.0 -0.2 0.451
N 0.78642 -1.33329 4.89669 -0.3 -0.3 0.2 -0.517
H -1.60502 -0.95063 6.92430 0.1 0.1 -0.1 0.266
H -1.61422 -2.65146 6.46895 0.1 0.0 -0.1 0.298
H -0.48827 -2.07498 7.69519 0.1 0.0 -0.1 0.317



Number 1: calculated total energy -172244.6884 eV. Number 2: calculated total energy -61345.3589 eV.